Run a
ORCA calculation (the ωB97M-V functional and the def2-TZVPD basis) on the ion C4H9N2 with charge +1.

Bonds (Å) are listed after each position.
Cartesian coordinates (Å):
1 C -0.90 -0.41 1.32  C2 1.601, C3 1.486, H7 1.077, H8 1.049
2 C 0.55 -1.07 1.47  C1 1.601, C3 1.444, N5 1.430, H9 1.071
3 C 0.11 -0.47 0.23  C1 1.486, C2 1.444, N5 1.440, N6 1.438
4 C -0.59 1.25 -1.45  N6 1.503, H10 1.178, H11 1.076, H12 1.078
5 N 0.48 -1.86 0.28  C2 1.430, C3 1.440, H13 1.007
6 N 0.50 0.61 -0.64  C3 1.438, C4 1.503, H14 1.097, H15 1.055
7 H -1.66 -1.17 1.40  C1 1.077
8 H -0.99 0.54 1.75  C1 1.049
9 H 1.33 -0.78 2.14  C2 1.071
10 H -1.26 2.03 -0.87  C4 1.178
11 H -0.02 1.74 -2.23  C4 1.076
12 H -1.19 0.39 -1.72  C4 1.078
13 H 1.27 -2.18 -0.25  N5 1.007
14 H 1.22 1.19 -0.06  N6 1.097
15 H 1.17 0.21 -1.35  N6 1.055

Calculated values
Kohn-Sham gap = 8.9 eV
HOMO energy = -12.742 eV
total charge = +1
molar mass = 85.1 g mol⁻¹
structure (SMILES) = C[NH2+][C@]12C[C@H]1N2


Run b
ORCA calculation (the ωB97M-V functional and the def2-TZVPD basis) on the ion C4H9N2 with charge +1.

Bonds (Å) are listed after each position.
Cartesian coordinates (Å):
1 C -3.19 -0.21 0.59  N5 1.494, N6 1.633, H7 1.092, H8 1.084
2 C 2.11 -0.46 0.13  C3 1.656, H9 1.087, H10 1.115, H11 1.092
3 C 0.64 -0.34 -0.61  C2 1.656, C4 1.514, H12 1.077, H13 1.035
4 C -0.40 0.22 0.35  C3 1.514, N6 1.355, H14 1.114, H15 1.062
5 N -2.54 -0.50 -0.72  C1 1.494, N6 1.220
6 N -1.68 0.00 -0.01  C1 1.633, C4 1.355, N5 1.220
7 H -3.87 0.62 0.76  C1 1.092
8 H -3.40 -1.15 1.09  C1 1.084
9 H 2.53 0.54 0.08  C2 1.087
10 H 2.09 -0.80 1.19  C2 1.115
11 H 2.71 -1.10 -0.52  C2 1.092
12 H 0.30 -1.31 -0.92  C3 1.077
13 H 0.80 0.37 -1.34  C3 1.035
14 H -0.35 -0.22 1.37  C4 1.114
15 H -0.17 1.24 0.54  C4 1.062

Calculated values
Kohn-Sham gap = 10.1 eV
HOMO energy = -16.042 eV
total charge = +1
molar mass = 85.1 g mol⁻¹
structure (SMILES) = CCC[N+]1=NC1


Energies relative to the most stable structure, in kJ/mol: run a 0.0; run b 31.7.


Run a
ORCA calculation (the ωB97M-V functional and the def2-TZVPD basis) on an isolated molecule of C4H10N2O.

Bonds (Å) are listed after each position.
Cartesian coordinates (Å):
1 C 0.70 0.96 0.13  N2 1.459, C6 1.556, H8 1.089, H9 1.085
2 N 0.54 0.23 1.39  C1 1.459, C3 1.365, H10 1.004
3 C 0.48 -1.11 1.62  N2 1.365, N4 1.379, O5 1.217
4 N 0.49 -1.92 0.51  C3 1.379, H11 1.009, H12 1.009
5 O 0.29 -1.53 2.75  C3 1.217
6 C -0.64 1.21 -0.61  C1 1.556, C7 1.512, H13 1.082, H14 1.091
7 C -1.02 0.20 -1.67  C6 1.512, H15 1.084, H16 1.085, H17 1.095
8 H 1.48 0.52 -0.48  C1 1.089
9 H 1.00 1.96 0.43  C1 1.085
10 H 0.27 0.82 2.15  N2 1.004
11 H 1.05 -1.60 -0.27  N4 1.009
12 H 0.59 -2.91 0.71  N4 1.009
13 H -1.34 1.28 0.21  C6 1.082
14 H -0.54 2.20 -1.06  C6 1.091
15 H -0.84 -0.83 -1.35  C7 1.084
16 H -2.08 0.25 -1.89  C7 1.085
17 H -0.42 0.26 -2.58  C7 1.095

Calculated values
Kohn-Sham gap = 10.3 eV
HOMO energy = -9.406 eV
molar mass = 102.1 g mol⁻¹
structure (SMILES) = CCCNC(N)=O


Run b
ORCA calculation (the ωB97M-V functional and the def2-TZVPD basis) on an isolated molecule of C4H10N2O.

Bonds (Å) are listed after each position.
Cartesian coordinates (Å):
1 C -0.10 -0.31 0.29  C2 1.638, N5 1.476, H8 1.172, H9 1.035
2 C -0.31 1.00 1.25  C1 1.638, C3 1.436, H10 1.079, H11 1.121
3 C -1.27 0.80 2.30  C2 1.436, O4 1.213, H12 1.121
4 O -2.19 0.01 2.34  C3 1.213
5 N 0.19 -0.13 -1.15  C1 1.476, C6 1.493, H13 1.048
6 C 1.54 -0.04 -1.79  N5 1.493, N7 1.496, H14 1.143, H15 1.076
7 N 1.72 -1.24 -2.66  C6 1.496, H16 1.151, H17 0.977
8 H -1.11 -0.89 0.27  C1 1.172
9 H 0.67 -0.79 0.79  C1 1.035
10 H 0.65 1.36 1.60  C2 1.079
11 H -0.63 1.95 0.73  C2 1.121
12 H -1.04 1.43 3.19  C3 1.121
13 H -0.58 0.13 -1.81  N5 1.048
14 H 1.52 0.87 -2.49  C6 1.143
15 H 2.37 0.03 -1.11  C6 1.076
16 H 0.68 -1.47 -3.09  N7 1.151
17 H 2.37 -1.88 -2.33  N7 0.977

Calculated values
Kohn-Sham gap = 9.2 eV
HOMO energy = -8.277 eV
molar mass = 102.1 g mol⁻¹
structure (SMILES) = NCNCCC=O


Energies relative to the most stable structure, in kJ/mol: run a 0.0; run b 297.5.